# 1
6
Properties=species:S:1:pos:R:3 method="wB97M-V/def2-TZVPD" charge=+1 homo_lumo_gap_ev="9.191 / 8.616" s2=3.7593 spin_multiplicity=4 energy_ha=-379.259262 e_homo_ev="-14.227 / -16.728" de_lowest_kcal_mol=0.0 mol_weight_g_mol=166.45
Pd -1.437 -1.274 -0.621
F -1.653 1.267 0.357
O 1.426 -0.503 0.394
C -0.836 0.214 -0.013
C 0.463 0.382 0.209
H 2.036 -0.085 -0.326



# 2
15
Properties=species:S:1:pos:R:3 method="wB97M-V/def2-TZVPD" charge=+1 homo_lumo_gap_ev="7.829 / 7.278" s2=2.0077 spin_multiplicity=3 energy_ha=-266.820844 e_homo_ev="-10.785 / -15.601" de_lowest_kcal_mol=66.8 mol_weight_g_mol=85.13
N 0.109 -0.426 1.245
N 0.085 1.446 -0.458
C -0.748 2.334 0.204
C 0.364 -2.151 -0.671
C 1.003 -1.129 0.164
C 0.350 0.252 0.115
H -0.731 -0.647 1.790
H -0.433 -2.669 -0.078
H -0.182 -1.940 -1.511
H -0.642 2.393 1.231
H -0.855 3.309 -0.249
H 0.291 1.555 -1.406
H 1.040 -2.948 -0.951
H -1.766 1.918 0.148
H 2.116 -1.298 0.428



# 3
49
Properties=species:S:1:pos:R:3 method="wB97M-V/def2-TZVPD" charge=+4 homo_lumo_gap_ev="5.189 / 5.181" energy_ha=-1601.032067 e_homo_ev="-19.819 / -19.859" mol_weight_g_mol=584.44
Ta 0.345 0.783 -0.034
Si -5.191 -2.019 0.006
O 8.918 0.501 -0.005
O -0.977 1.980 0.086
O 6.979 1.876 0.015
N -1.258 -0.664 -0.082
N 0.916 2.962 0.046
N 2.610 1.094 -0.009
N 1.279 -1.186 -0.080
C 0.183 5.198 0.058
C 2.646 -1.250 -0.049
C 8.034 1.324 0.051
C 3.255 -2.463 0.005
C 5.232 1.391 -0.016
C 3.393 -0.010 -0.017
C -5.546 -3.227 1.388
C 4.809 0.130 -0.015
C 1.130 -3.532 -0.060
C 2.511 -3.647 0.031
C -5.652 -3.189 -1.384
C 2.154 3.369 -0.011
C -6.867 -1.082 -0.019
C 2.476 4.700 -0.020
C 0.531 -2.297 -0.072
C -2.494 -0.673 -0.038
C 4.508 2.523 -0.039
C -3.777 -1.041 -0.010
C -0.105 3.872 0.069
C 1.479 5.638 0.034
C 3.117 2.357 -0.028
H 4.950 3.507 0.022
H 3.517 4.940 -0.041
H 1.739 6.674 0.078
H 5.487 -0.718 -0.016
H -0.552 -2.239 -0.170
H -0.678 5.836 0.086
H -6.528 -3.826 -1.103
H -4.784 -3.873 -1.553
H 0.425 -4.353 -0.078
H 4.323 -2.446 0.097
H -6.987 -0.411 0.865
H -5.455 -2.856 2.430
H -7.012 -0.448 -0.932
H -6.552 -3.707 1.321
H 3.000 -4.609 0.134
H -5.842 -2.721 -2.357
H -1.201 3.784 0.095
H -7.646 -1.853 -0.023
H -4.844 -4.097 1.342



# 4
16
Properties=species:S:1:pos:R:3 method="wB97M-V/def2-TZVPD" charge=0 homo_lumo_gap_ev=12.829 energy_ha=-159.578375 e_homo_ev=-11.785 de_lowest_kcal_mol=4.1 smiles=CC.CC mol_weight_g_mol=60.14
C 1.478 0.915 2.104
C -1.329 -1.986 -1.922
C 0.305 1.916 2.235
C -0.453 -0.871 -2.461
H 0.602 -1.014 -2.217
H -2.233 -2.130 -2.514
H -0.540 1.598 1.631
H -0.817 -2.945 -1.950
H 0.613 2.903 1.907
H -1.638 -1.812 -0.892
H -0.458 -0.806 -3.546
H -0.714 0.109 -2.063
H -0.078 1.959 3.256
H 2.428 1.449 2.115
H 1.408 0.363 1.172
H 1.397 0.157 2.886



# 5
22
Properties=species:S:1:pos:R:3 method="wB97M-V/def2-TZVPD" charge=+1 homo_lumo_gap_ev=3.729 energy_ha=-1086.575729 e_homo_ev=-12.778 de_lowest_kcal_mol=233.8 mol_weight_g_mol=156.30
S 2.197 -0.227 0.745
S -1.249 -0.207 -1.477
O -0.131 -1.970 1.413
N -2.688 -0.380 1.599
C -1.459 1.095 -0.172
C 3.619 0.362 -1.569
C 2.181 -0.227 -1.131
C -2.672 1.014 0.838
H -2.553 -1.396 -0.090
H 1.395 0.449 -1.526
H -1.782 -0.853 1.408
H -0.553 1.322 0.447
H 3.764 0.498 -2.777
H 4.541 -0.072 -1.193
H -2.738 -0.293 2.565
H 2.064 -1.262 -1.498
H -2.917 1.812 1.610
H 3.508 1.387 -1.168
H 0.363 -2.793 1.657
H 0.426 -1.412 0.895
H -1.678 2.122 -0.740
H -3.638 1.030 0.161



Q: Among the records above, which one has the lowest charge?
A: C4H12



Q: Which value of charge does entry 1 give?
A: +1



Q: The lowest charge belongs to which entry?
A: C4H12



Q: Among the records above, which one has the lowest charge?
A: C4H12